a.
C5H7N | wB97M-V/def2-TZVPD

```
13
C5H7N | the OMol25 dataset | wB97M-V/def2-TZVPD
C 1.171 -0.338 0.614
C 0.771 0.784 -0.298
C 0.463 -0.657 -0.655
C -1.047 -0.306 -0.627
N -1.600 0.023 0.675
C -0.734 1.143 -0.442
H 2.235 -0.556 0.590
H 0.745 -0.493 1.606
H 1.520 1.455 -0.708
H 0.901 -1.265 -1.438
H -1.749 -0.743 -1.336
H -1.000 -0.225 1.455
H -1.677 1.178 0.564
```

The HOMO energy comes out at -8.484 eV. The value obtained for the HOMO-LUMO gap is 9.422 eV.

***

b.
C5H7N | wB97M-V/def2-TZVPD

```
13
C5H7N | the OMol25 dataset | wB97M-V/def2-TZVPD
C 2.607 0.472 -0.277
C 1.434 0.097 0.594
C 0.545 -0.806 0.263
N -0.344 -1.584 -0.092
H 3.532 0.007 0.084
H 2.449 0.159 -1.313
H 2.758 1.556 -0.271
H 1.323 0.564 1.569
H -0.167 -2.559 0.153
C -3.979 0.947 -0.149
C -3.097 0.130 -0.198
H -4.760 1.674 -0.105
H -2.294 -0.584 -0.250
```

As for the SMILES: CC=C=N.C#C. The HOMO energy comes out at -9.047 eV. The value obtained for the HOMO-LUMO gap is 9.930 eV.

***

Consider the structures shown above. The least stable of them is a.